Arrangement one

Density functional theory data (ωB97M-V with the def2-TZVPD basis set) for a structure of composition C9H20CdNO8P2SSbSe4.

Output
net charge = -2
HOMO = -1.33 eV
LUMO = 4.187 eV

CARTESIAN COORDINATES (ANGSTROEM)
Cd: -0.22 1.01 0.45
C: -5.22 -0.44 1.07
C: -3.80 -0.07 0.67
O: -3.75 -0.04 -0.77
P: -2.60 -1.36 1.08
O: -3.21 -2.68 0.41
O: -2.65 -1.73 2.60
O: -1.27 -0.99 0.54
P: -3.33 1.60 1.33
O: -2.71 1.23 2.79
O: -4.53 2.45 1.47
O: -2.15 2.03 0.51
H: -5.53 -1.34 0.54
H: -5.89 0.38 0.85
H: -5.27 -0.65 2.14
H: -2.93 0.40 -1.04
H: -3.25 -2.54 -0.55
H: -1.84 -1.36 3.07
H: -3.39 1.30 3.48
C: 2.91 -0.65 4.78
C: 2.01 0.23 3.91
C: 0.68 -0.33 3.77
N: -0.39 -0.72 3.72
H: 3.91 -0.23 4.79
H: 2.97 -1.64 4.33
H: 2.53 -0.73 5.80
H: 2.45 0.31 2.91
H: 1.92 1.25 4.29
Se: 2.03 -2.46 1.45
Sb: 3.46 -0.93 0.24
Se: 2.24 1.42 0.12
Se: 5.39 -0.24 1.59
Se: 3.96 -1.58 -2.08
O: -0.65 0.70 -1.99
S: 0.53 -0.19 -2.39
C: 1.59 0.95 -3.35
C: 1.40 0.67 -4.83
C: 0.02 0.03 -5.00
C: -0.05 -1.01 -3.90
H: 2.61 0.80 -3.00
H: 1.23 1.93 -3.04
H: 2.17 -0.02 -5.17
H: 1.50 1.59 -5.42
H: -0.12 -0.41 -5.99
H: -0.76 0.78 -4.85
H: 0.65 -1.83 -4.08
H: -1.04 -1.41 -3.69



Arrangement two

Density functional theory data (ωB97M-V with the def2-TZVPD basis set) for a structure of composition C9H20CdNO8P2SSbSe4.

Output
net charge = -2
HOMO = -1.23 eV
LUMO = 4.001 eV

CARTESIAN COORDINATES (ANGSTROEM)
Cd: -0.09 0.18 -0.52
C: -0.83 4.60 1.88
C: -0.82 3.87 0.55
O: -1.08 4.81 -0.52
P: 0.83 3.21 0.14
O: 1.65 4.53 -0.25
O: 1.50 2.71 1.44
O: 0.77 2.24 -1.00
P: -2.06 2.51 0.37
O: -3.31 3.04 1.27
O: -2.47 2.55 -1.07
O: -1.50 1.26 1.00
H: -0.06 5.38 1.89
H: -0.64 3.91 2.69
H: -1.81 5.06 2.02
H: -1.59 4.27 -1.17
H: 1.12 5.03 -0.90
H: 2.29 2.10 1.31
H: -4.03 3.24 0.65
C: 6.43 -0.74 0.64
C: 5.17 -0.51 -0.21
C: 4.24 0.40 0.42
N: 3.53 1.15 0.92
H: 7.12 -1.36 0.07
H: 6.15 -1.28 1.54
H: 6.91 0.20 0.90
H: 4.66 -1.47 -0.39
H: 5.41 -0.11 -1.20
Se: 1.33 -5.82 -0.27
Sb: 2.67 -3.79 -0.25
Se: 0.69 -2.12 0.24
Se: 4.17 -3.60 1.65
Se: 3.77 -3.23 -2.35
O: -2.05 -0.98 -1.40
S: -2.45 -1.89 -0.24
C: -2.32 -3.60 -0.87
C: -3.70 -4.22 -0.82
C: -4.68 -3.11 -1.17
C: -4.28 -1.94 -0.29
H: -1.53 -4.11 -0.32
H: -1.96 -3.44 -1.89
H: -3.91 -4.60 0.18
H: -3.76 -5.07 -1.50
H: -5.73 -3.40 -1.01
H: -4.57 -2.84 -2.22
H: -4.62 -2.06 0.74
H: -4.59 -0.96 -0.65



Least stable of them? arrangement two.



Arrangement one

Density functional theory data (ωB97M-V with the def2-TZVPD basis set) for a cluster of 2 separate species, C3H6BrNO3 in total.

Output
SMILES = C=[N+]([O-])O.CC(=O)Br
HOMO = -9.68 eV
LUMO = 0.088 eV

CARTESIAN COORDINATES (ANGSTROEM)
C: -0.06 -1.31 0.88
N: 1.10 -1.03 0.44
O: 2.00 -0.29 0.82
O: 1.45 -1.95 -0.66
H: -0.46 -0.62 1.61
H: -0.58 -2.11 0.37
H: 1.51 -1.42 -1.47
C: -0.32 1.80 -0.05
C: -0.94 0.59 -0.66
O: -0.56 0.05 -1.66
Br: -2.75 0.09 -0.02
H: 0.80 1.75 -0.37
H: -0.85 2.70 -0.31
H: -0.34 1.74 1.08



Arrangement two

Density functional theory data (ωB97M-V with the def2-TZVPD basis set) for a cluster of 2 separate species, C3H6BrNO3 in total.

Output
SMILES = C=[N+]([O-])O.CC(=O)Br
HOMO = -9.03 eV
LUMO = 0.611 eV

CARTESIAN COORDINATES (ANGSTROEM)
C: -0.40 1.45 1.16
N: -1.25 0.82 0.41
O: -1.66 -0.28 0.61
O: -1.79 1.51 -0.64
H: -0.05 0.90 2.08
H: 0.06 2.31 0.89
H: -2.42 1.08 -1.19
C: 0.96 -1.81 -0.37
C: 1.06 -0.41 -0.86
O: 0.56 0.29 -1.68
Br: 2.57 0.51 0.19
H: 0.10 -1.97 0.34
H: 0.47 -2.36 -1.12
H: 1.81 -2.05 0.20



Least stable of them? arrangement two.



Arrangement one

Density functional theory data (ωB97M-V with the def2-TZVPD basis set) for the molecule C4H7N3OS.

Output
HOMO = -10.14 eV
LUMO = 0.523 eV

CARTESIAN COORDINATES (ANGSTROEM)
C: -3.59 0.91 -0.27
C: -2.68 -0.67 0.72
C: 2.01 -0.48 0.27
C: 0.63 0.03 0.03
N: -3.79 0.02 0.71
N: -2.52 0.64 -0.98
N: -1.95 -0.42 -0.35
O: -0.35 -2.45 -0.09
S: -0.45 -1.15 -0.90
H: -4.28 1.67 -0.68
H: -2.62 -1.64 1.25
H: 2.73 0.38 0.44
H: 1.71 -1.23 1.07
H: 2.34 -0.87 -0.67
H: 0.65 0.95 -0.58
H: 0.18 0.43 0.97



Arrangement two

Density functional theory data (ωB97M-V with the def2-TZVPD basis set) for a cluster of 2 separate species, C4H7N3OS in total.

Output
HOMO (alpha / beta) = -8.56 / -7.25 eV
LUMO (alpha / beta) = -0.115 / 0.208 eV

CARTESIAN COORDINATES (ANGSTROEM)
C: 2.76 -0.17 -0.71
C: 1.43 -0.42 -0.97
C: -1.21 1.85 0.13
C: -0.43 -0.71 0.67
N: 2.95 -0.13 0.62
N: 1.83 -0.34 1.21
N: 0.88 -0.52 0.27
O: -0.62 -0.86 1.99
S: -1.46 -1.68 -0.38
H: 3.57 -0.02 -1.40
H: 0.87 -0.53 -1.87
H: -0.84 1.88 -0.87
H: -2.26 1.70 0.29
H: -0.64 2.31 0.91
H: 0.23 -0.68 2.44
H: -2.40 -1.83 0.54



Least stable of them? arrangement two.



Arrangement one

Density functional theory data (ωB97M-V with the def2-TZVPD basis set) for a cluster of 2 separate species, C6H12N2 in total.

Output
net charge = +1
spin multiplicity = 2
HOMO (alpha / beta) = -14.57 / -14.57 eV
LUMO (alpha / beta) = -4.305 / -8.016 eV

CARTESIAN COORDINATES (ANGSTROEM)
C: 1.33 1.10 1.39
C: 0.53 -2.22 0.52
C: 0.64 -0.19 1.14
C: -0.37 -0.79 1.96
N: 1.24 -1.15 0.38
N: -0.39 -2.09 1.60
H: 0.81 -3.19 0.09
H: -1.23 -2.66 1.66
H: -0.94 -0.48 2.83
H: 1.05 1.40 2.43
H: 1.08 1.92 0.71
H: 2.41 0.95 1.32
C: -0.87 1.58 -1.52
C: -0.65 0.32 -2.37
H: -1.62 2.04 -2.15
H: -1.15 1.48 -0.49
H: 0.10 2.12 -1.48
H: -0.44 -0.61 -1.84
H: 0.00 0.40 -3.24
H: -1.54 0.06 -2.94



Arrangement two

Density functional theory data (ωB97M-V with the def2-TZVPD basis set) for a cluster of 2 separate species, C6H12N2 in total.

Output
net charge = +1
spin multiplicity = 2
HOMO (alpha / beta) = -14.54 / -14.54 eV
LUMO (alpha / beta) = -4.077 / -7.872 eV

CARTESIAN COORDINATES (ANGSTROEM)
C: -1.28 -0.63 -1.53
C: -0.74 -2.03 -1.39
H: -1.88 -0.50 -2.42
H: -1.80 -0.51 -0.58
H: -0.47 0.09 -1.69
H: 0.22 -2.16 -0.90
H: -1.48 -2.77 -1.16
H: -0.30 -2.29 -2.42
C: -1.12 0.89 1.71
C: 0.20 0.97 1.06
C: 1.21 -0.06 0.98
C: 1.87 1.89 0.20
N: 0.65 2.14 0.62
N: 2.29 0.61 0.42
H: -1.70 -0.05 1.65
H: -1.85 1.60 1.34
H: 1.24 -1.10 1.19
H: 2.61 2.64 -0.04
H: 3.24 0.37 0.15
H: -0.92 0.88 2.80



Arrangement three

Density functional theory data (ωB97M-V with the def2-TZVPD basis set) for a cluster of 2 separate species, C6H12N2 in total.

Output
net charge = +1
spin multiplicity = 2
HOMO (alpha / beta) = -14.98 / -15.25 eV
LUMO (alpha / beta) = -3.840 / -7.730 eV

CARTESIAN COORDINATES (ANGSTROEM)
C: -1.07 1.86 0.51
C: 0.22 2.31 1.17
H: -1.93 2.12 1.13
H: -1.24 2.18 -0.51
H: -1.06 0.77 0.43
H: 1.02 2.21 0.43
H: 0.51 1.69 2.03
H: 0.28 3.33 1.54
C: 0.55 -0.87 -2.38
C: 0.99 -1.06 0.21
C: 0.23 -1.26 -1.01
C: -0.78 -2.27 0.58
N: 0.37 -1.73 1.15
N: -0.82 -2.02 -0.70
H: 1.86 -0.47 0.49
H: 0.63 -1.70 2.13
H: 1.13 0.05 -2.48
H: -0.36 -0.77 -2.97
H: -1.61 -2.68 1.13
H: 1.08 -1.71 -2.85



Least stable of them? arrangement one.



Arrangement one

Density functional theory data (ωB97M-V with the def2-TZVPD basis set) for a cluster of 2 separate species, CH5OS in total.

Output
net charge = -1
HOMO = -2.38 eV
LUMO = 4.236 eV

CARTESIAN COORDINATES (ANGSTROEM)
O: -1.99 0.30 0.66
H: -2.65 0.81 1.16
C: 1.20 -0.31 -0.73
S: 1.17 0.04 1.07
H: 0.14 -0.46 -0.75
H: 1.67 -1.25 -1.06
H: 1.51 0.44 -1.49
H: -1.04 0.43 1.14



Arrangement two

Density functional theory data (ωB97M-V with the def2-TZVPD basis set) for a cluster of 2 separate species, CH5OS in total.

Output
net charge = -1
HOMO = -2.98 eV
LUMO = 4.273 eV

CARTESIAN COORDINATES (ANGSTROEM)
S: -0.58 2.34 -0.88
H: 0.32 3.35 -0.96
C: -0.08 -1.22 0.51
O: 0.58 -0.50 -0.44
H: -0.72 -1.99 0.19
H: -0.60 -0.66 1.19
H: 0.77 -1.80 1.04
H: 0.30 0.48 -0.64



Least stable of them? arrangement one.



Arrangement one

Density functional theory data (ωB97M-V with the def2-TZVPD basis set) for a cluster of 2 separate species, C2H4INO in total.

Output
HOMO (alpha / beta) = -7.63 / -7.70 eV
LUMO (alpha / beta) = 0.134 / -0.108 eV

CARTESIAN COORDINATES (ANGSTROEM)
C: -0.62 -0.97 0.02
C: 1.08 0.82 -0.23
N: -0.28 -2.11 0.10
O: 0.21 1.84 0.02
I: -2.32 0.23 0.10
H: 1.43 1.03 -1.20
H: 1.77 0.50 0.45
H: -0.85 -2.94 0.02
H: -0.43 1.59 0.73



Arrangement two

Density functional theory data (ωB97M-V with the def2-TZVPD basis set) for a cluster of 2 separate species, C2H4INO in total.

Output
SMILES = COC#N.I
HOMO = -9.61 eV
LUMO = 0.537 eV

CARTESIAN COORDINATES (ANGSTROEM)
C: -2.00 0.24 0.01
O: -1.25 -0.98 0.10
C: 0.01 -0.79 0.02
N: 1.09 -0.43 -0.13
H: -2.14 0.58 -1.07
H: -1.53 0.87 0.79
H: -2.90 -0.14 0.42
I: 5.11 0.38 0.06
H: 3.63 0.26 -0.19



Arrangement three

Density functional theory data (ωB97M-V with the def2-TZVPD basis set) for a cluster of 2 separate species, C2H4INO in total.

Output
SMILES = N=C=O.CI
HOMO = -9.94 eV
LUMO = 0.224 eV

CARTESIAN COORDINATES (ANGSTROEM)
N: -0.04 -1.95 -2.01
C: 0.47 -2.46 -0.98
O: 1.21 -3.14 -0.31
H: -0.52 -1.05 -2.00
C: -0.81 -0.20 1.16
I: -1.52 0.98 -0.43
H: -0.68 0.44 1.96
H: -1.53 -0.92 1.40
H: 0.05 -0.85 0.79



Least stable of them? arrangement one.